[1]
C12H36KO6 as an isolated structure in a non-equilibrium geometry, computed with ωB97M-V/def2-TZVPD.

```
55
Properties=species:S:1:pos:R:3:forces:R:3
K 0.16179 -0.19176 0.14828 -2.546 -8.428 5.252
C -3.48538 -1.21930 0.19352 0.595 -0.843 -0.486
C -2.13266 -0.98445 -0.50404 -3.906 -1.741 0.665
O -1.07339 -1.72536 0.10846 -4.409 -5.438 -0.047
H -3.69486 -2.27647 0.03036 -0.615 -0.088 0.271
H -4.26551 -0.62260 -0.27917 -0.036 -0.040 -0.025
H -3.48599 -1.02107 1.26535 0.039 -0.079 -0.085
H -1.92371 0.08118 -0.40979 -1.053 -3.058 -1.460
H -2.20543 -1.28315 -1.54978 -1.605 0.184 1.243
H -1.37124 -2.63758 0.08122 -0.221 -0.605 0.281
C 2.35012 3.33804 0.33716 -0.629 0.054 1.161
C 1.22556 2.43709 0.94701 2.943 2.075 -2.595
O 1.19169 1.31754 0.09501 7.382 9.796 2.938
H 2.36758 4.26127 0.91633 0.364 0.239 -0.305
H 2.11905 3.54203 -0.70835 -0.263 0.290 -0.030
H 3.33582 2.87354 0.30953 -0.098 -0.138 0.425
H 0.26644 2.92981 0.78760 1.124 0.476 0.326
H 1.41671 2.17487 1.98759 0.107 -0.081 -0.267
H 1.06281 1.65602 -0.79405 2.484 1.272 4.543
C 2.27068 -1.98882 -2.38631 -0.414 0.110 0.724
C 1.26321 -2.01808 -1.19797 0.876 -0.713 -3.555
O 1.75045 -1.31099 -0.11184 5.543 -2.451 -9.346
H 3.14772 -2.59537 -2.16045 -0.123 -0.328 -0.252
H 2.66399 -0.98458 -2.54413 -0.283 0.175 0.053
H 1.75694 -2.29573 -3.29734 0.435 -0.352 -0.056
H 1.05408 -3.05987 -0.95503 0.090 -0.368 0.414
H 0.30244 -1.64742 -1.55522 2.041 -0.319 0.992
H 2.46206 -1.87735 0.19548 0.669 0.123 -1.456
C -1.22136 2.27420 2.04215 -0.761 -0.319 0.664
C -2.07027 1.31779 1.22698 -0.067 1.546 0.907
O -1.31841 1.09922 0.03307 -3.438 9.310 1.326
H -1.14930 3.22681 1.51735 -0.498 0.160 0.529
H -0.22399 1.83492 2.06236 -1.298 0.315 0.671
H -1.55835 2.41282 3.06944 -0.308 0.133 -0.060
H -3.03722 1.74222 0.95686 -0.187 -0.228 0.222
H -2.18546 0.37009 1.75300 -0.138 0.129 -0.558
H -1.13263 1.94283 -0.38576 -0.307 0.712 0.265
C 1.77536 -1.73241 1.78532 0.244 -0.518 5.698
C 0.99146 -0.97327 2.88718 0.427 -1.252 0.646
O -0.05379 -0.18374 2.29695 0.441 -0.350 2.921
H 1.20660 -2.26112 1.02041 -0.953 -0.782 2.926
H 2.50926 -2.43360 2.18258 -0.211 -0.207 1.003
H 2.41233 -1.02616 1.25281 0.191 0.800 3.018
H 1.70240 -0.40258 3.48465 0.081 0.722 -0.383
H 0.59368 -1.62499 3.66508 -0.459 -0.431 -0.384
H -0.74071 0.08547 2.91117 0.460 -0.381 0.728
C -0.83514 -1.00601 -2.84922 0.237 1.125 -1.241
C -0.65261 0.51470 -2.50217 -0.785 -2.129 -1.160
O 0.47024 0.59714 -1.63952 -0.180 1.688 -9.378
H -0.98309 -1.55072 -1.91675 0.385 -0.030 -1.851
H 0.02799 -1.42956 -3.36274 -0.181 0.465 -0.301
H -1.71315 -1.13418 -3.48228 -0.069 0.059 -0.016
H -1.49926 0.84350 -1.89951 -0.197 0.064 -1.144
H -0.55732 1.09894 -3.41741 0.181 0.040 0.096
H 0.71184 1.52624 -1.64138 -1.100 -0.364 -4.468
```
Positions in Å, forces in eV/Å.

Summary:
Energy above the lowest of the compared OMol25 structures with the same formula, charge and spin = 582.21 kcal/mol
Orbital gap = 0.3403 Ha
Charge = +1
Electronic energy = -1529.132644 Ha
Maximum force = 12.6 eV/A
HOMO level = -12.1322 eV

Löwdin population analysis, charges in e, atoms 1 to 8:
1 K 1.052
2 C -0.027
3 C -0.328
4 O -0.226
5 H 0.082
6 H 0.093
7 H 0.073
8 H -0.040

[2]
A 10-piece molecular cluster, C12H36N10O19PS overall in a non-equilibrium geometry, computed with ωB97M-V/def2-TZVPD.

```
79
Properties=species:S:1:pos:R:3:forces:R:3
C 2.07707 2.59347 -3.22777 0.146 -0.380 -0.057
C 0.93570 1.50434 -3.08767 0.339 1.349 -1.056
S 0.94496 0.31162 -4.53254 0.378 0.125 0.264
C 1.79629 1.26676 -5.87609 0.386 0.682 -1.048
N 1.61790 0.64791 -7.21033 0.546 3.016 -0.946
P 2.27662 1.78507 -8.31640 1.038 -4.058 1.400
O 3.68140 1.45074 -8.84508 -1.292 0.905 0.112
H 3.03249 2.16423 -3.62946 -0.929 0.193 0.342
H 1.72668 3.34672 -3.97763 0.490 -0.430 0.843
H 2.36125 3.07754 -2.25598 -0.651 -0.274 -0.775
H -0.04603 2.04259 -3.17187 0.794 -0.446 0.392
H 0.94527 0.97861 -2.11796 0.379 0.234 -0.977
H 1.33228 2.30001 -5.89130 0.494 -0.817 0.510
H 2.90555 1.36028 -5.68283 -1.045 -0.046 0.513
H 2.34310 3.08860 -7.69320 -0.523 -0.267 -0.441
H 1.39129 1.77260 -9.43729 0.060 0.498 0.316
C -0.33256 -1.11673 0.61194 0.091 -0.237 0.210
N -0.60180 -0.77830 -0.80819 -0.048 -0.100 -0.025
O -0.75402 -1.69726 -1.58378 -0.067 0.001 -0.046
O -0.64880 0.40066 -1.09011 -0.555 -0.265 0.420
H -0.31819 -2.19786 0.71553 -0.001 0.064 -0.108
H 0.63320 -0.69037 0.87351 -0.126 0.110 0.031
H -1.12926 -0.68185 1.21019 0.150 0.149 -0.025
C -3.62915 -1.37906 4.01507 -0.332 0.072 -0.077
N -2.19618 -0.98833 3.96878 -0.073 0.016 0.052
O -1.91884 0.06459 3.43584 0.101 0.006 -0.047
O -1.39920 -1.75452 4.47018 0.069 0.160 0.059
H -4.22038 -0.60520 3.53478 0.164 0.029 0.028
H -3.72865 -2.32439 3.48819 0.072 -0.007 0.148
H -3.90434 -1.48090 5.06228 0.073 -0.123 -0.049
C 1.15933 -2.68176 6.92294 0.272 0.190 -0.237
N 0.31501 -2.79613 8.13842 0.192 0.079 -0.216
O 0.59672 -2.09313 9.08132 -0.144 -0.021 0.296
O -0.60286 -3.59059 8.09957 -0.100 -0.073 0.061
H 1.93311 -1.94000 7.10139 -0.114 -0.012 0.095
H 1.59708 -3.66001 6.73630 -0.136 0.002 -0.026
H 0.51196 -2.37544 6.10299 -0.013 -0.108 0.027
C -2.29540 4.20493 -0.87397 -0.205 -0.136 -0.217
N -0.86302 4.59455 -0.91116 -0.118 -0.130 -0.037
O -0.58007 5.64731 -1.44714 0.096 0.146 0.065
O -0.07586 3.83063 -0.40160 0.159 0.030 0.092
H -2.87949 4.97238 -1.36199 0.111 -0.089 -0.015
H -2.39077 3.25521 -1.39707 0.128 -0.047 0.160
H -2.57913 4.10905 0.17153 0.064 -0.103 -0.050
C -3.13447 8.85056 -0.80354 0.143 0.284 0.018
N -3.37444 7.51214 -1.39762 0.116 0.180 -0.161
O -2.98887 7.32436 -2.52620 -0.128 -0.098 -0.065
O -3.94626 6.69408 -0.70198 -0.197 0.177 0.115
H -2.62047 9.46776 -1.53394 -0.026 -0.130 -0.006
H -4.10338 9.27463 -0.55046 0.048 -0.098 0.096
H -2.52188 8.70937 0.08378 -0.124 -0.025 0.009
C -2.11245 -5.77289 5.33670 0.075 -0.257 0.212
N -2.39638 -5.42973 3.91940 0.012 -0.151 0.146
O -2.55015 -6.34539 3.13862 -0.029 0.058 -0.036
O -2.45363 -4.25192 3.64487 -0.081 -0.092 -0.149
H -2.09048 -6.85398 5.43473 -0.027 0.070 -0.108
H -1.14788 -5.34037 5.59220 -0.141 0.138 0.044
H -2.90708 -5.34483 5.94286 0.132 0.118 -0.021
C 5.28933 0.55192 -11.22543 -0.148 0.191 0.053
N 6.42465 0.21632 -12.12700 -0.334 0.108 0.116
O 6.54081 0.85729 -13.15410 0.206 -0.075 -0.125
O 7.16394 -0.68000 -11.77547 0.150 -0.025 -0.139
H 4.72153 1.36380 -11.66608 0.097 -0.048 0.028
H 4.67504 -0.33882 -11.12561 0.114 0.027 0.179
H 5.70369 0.84998 -10.26609 -0.184 -0.139 0.041
C -1.76638 -7.27398 0.13969 0.005 0.287 0.028
N -2.33275 -8.47973 -0.51691 0.025 0.168 -0.067
O -3.05757 -8.31043 -1.47287 -0.073 -0.111 -0.039
O -2.02780 -9.55520 -0.04532 0.000 -0.109 0.024
H -2.12139 -6.39145 -0.38389 -0.014 -0.119 -0.029
H -2.10678 -7.27288 1.17212 0.133 -0.069 -0.117
H -0.68288 -7.34758 0.08126 -0.059 -0.080 0.082
C 1.80843 1.34074 10.27968 -0.162 0.166 0.230
N 1.88322 0.68949 8.94866 -0.123 0.039 0.012
O 0.93060 0.81313 8.21138 0.001 -0.038 -0.134
O 2.89789 0.07713 8.69430 0.073 -0.061 -0.066
H 0.85168 1.84657 10.36581 0.048 -0.071 -0.091
H 1.90298 0.56020 11.03091 0.114 0.032 -0.067
H 2.62928 2.05118 10.34315 0.039 -0.136 0.027
```
Positions in Å, forces in eV/Å.

Summary:
Energy above the lowest of the compared OMol25 structures with the same formula, charge and spin = 35.54 kcal/mol
Orbital gap = 0.1472 Ha
Charge = -1
Electronic energy = -3194.627553 Ha
Maximum force = 4.4 eV/A
HOMO level = -3.3013 eV

Löwdin population analysis, charges in e, atoms 1 to 8:
1 C -0.179
2 C -0.546
3 S 0.747
4 C -0.778
5 N -0.367
6 P 0.487
7 O -0.562
8 H 0.057

[3]
A 5-piece molecular cluster, C12H36N2O7 overall in a non-equilibrium geometry, computed with ωB97M-V/def2-TZVPD.

```
57
Properties=species:S:1:pos:R:3:forces:R:3
C 1.70808 -1.10524 0.49833 0.806 1.061 0.709
O 1.75827 -2.49809 0.43195 1.436 -0.320 0.675
C 2.09892 -2.95471 -0.85221 1.464 -0.045 -1.080
C 2.42662 -4.41930 -0.74852 0.829 -0.430 0.806
C 3.15709 -4.97440 -1.94887 -0.249 0.058 -0.703
N 1.20785 -5.17283 -0.50987 -0.334 -0.554 0.278
H 2.69918 -0.67414 0.29775 -0.192 -0.011 -0.292
H 1.45653 -0.81829 1.51715 -0.161 -0.135 -0.001
H 0.95074 -0.67088 -0.16477 0.334 0.059 -0.127
H 1.24993 -2.82827 -1.54352 1.469 0.358 -0.093
H 2.96285 -2.39720 -1.23699 0.051 -0.058 0.135
H 3.10232 -4.52086 0.12015 0.027 0.175 -0.133
H 2.48656 -5.02216 -2.81494 0.042 0.085 0.076
H 3.50314 -5.99399 -1.77726 0.024 0.019 0.144
H 4.01510 -4.35978 -2.22622 0.028 -0.035 0.115
H 0.73084 -4.79493 0.30475 0.048 -0.051 -0.064
H 1.42574 -6.13332 -0.26639 0.079 0.007 -0.125
C -0.48538 -2.85729 -0.70913 -1.535 0.123 0.085
O -1.30012 -2.02777 -1.50904 0.214 0.164 -0.358
C -1.72247 -0.88086 -0.82360 -0.677 -0.578 0.529
C -2.17444 0.12757 -1.83705 -0.522 0.382 -0.772
C -1.03400 0.80384 -2.59230 -0.183 -0.308 0.322
N -3.04358 1.12838 -1.17816 -0.182 0.033 -0.040
H -0.05777 -3.63683 -1.33640 -1.036 0.010 0.140
H -1.07875 -3.34214 0.08196 -0.115 0.021 0.064
H 0.33912 -2.29930 -0.24944 -2.495 -0.589 -0.337
H -2.59877 -1.16001 -0.20357 0.122 0.144 0.058
H -0.96404 -0.49207 -0.13407 -0.011 0.015 -0.273
H -2.76544 -0.44543 -2.56833 0.127 0.040 0.027
H -0.39384 1.34599 -1.89493 0.023 0.070 -0.094
H -1.43286 1.48161 -3.34649 0.053 0.102 -0.016
H -0.45554 0.03400 -3.10338 0.076 0.063 0.025
H -3.27910 1.86324 -1.84085 0.262 0.026 0.050
H -3.94618 0.70102 -0.97660 0.213 -0.042 0.192
O 0.96319 6.29898 -2.14989 0.415 0.185 -0.330
C -0.22395 6.38656 -1.41255 -0.302 -0.226 0.709
C -0.69307 5.03114 -0.93223 -0.297 -0.196 -0.252
O 0.27663 4.54100 -0.02067 -0.150 0.031 -0.193
H 1.66213 6.03519 -1.54349 -0.036 -0.141 -0.009
H -0.08559 6.98984 -0.50355 -0.018 0.173 -0.184
H -0.98057 6.85878 -2.03704 0.007 -0.008 -0.071
H -0.82052 4.34486 -1.78294 0.196 0.097 0.015
H -1.69119 5.12916 -0.47695 0.168 0.058 0.184
H 0.08085 3.60553 0.13096 -0.060 -0.083 0.210
O -1.88382 0.89434 5.44369 0.807 0.190 -0.181
C -0.77704 1.60557 4.83890 -0.743 -0.427 -0.135
C 0.22170 0.69514 4.16317 0.111 0.299 -0.322
O -0.24690 0.11471 2.92906 -0.192 0.120 0.472
H -2.28565 0.35742 4.75340 -0.170 0.105 0.059
H -1.18520 2.31830 4.11568 0.204 0.099 -0.001
H -0.24823 2.14542 5.62215 -0.221 0.000 0.168
H 0.56488 -0.06726 4.86670 -0.048 -0.128 -0.119
H 1.07408 1.31066 3.86863 0.043 -0.110 0.025
H -0.97851 -0.48279 3.11946 0.114 -0.108 -0.009
O -0.83956 1.88382 0.57045 0.101 0.123 0.164
H -0.70470 1.28497 1.31534 0.159 0.037 0.208
H -1.74559 1.71309 0.26259 -0.125 0.051 -0.327
```
Positions in Å, forces in eV/Å.

Summary:
Energy above the lowest of the compared OMol25 structures with the same formula, charge and spin = 15.22 kcal/mol
Orbital gap = 0.3494 Ha
SMILES = COC[C@H](C)N.COC[C@H](C)N.OCCO.OCCO.O
Electronic energy = -1114.877897 Ha
Maximum force = 2.6 eV/A
HOMO level = -9.2792 eV

Löwdin population analysis, charges in e, atoms 1 to 8:
1 C -0.090
2 O -0.213
3 C -0.238
4 C -0.441
5 C -0.061
6 N 0.036
7 H 0.107
8 H 0.084

[4]
A 5-piece molecular cluster, C12H36N3O8S overall in a non-equilibrium geometry, computed with ωB97M-V/def2-TZVPD.

```
60
Properties=species:S:1:pos:R:3:forces:R:3
O -1.05699 0.71142 -0.12295 -3.215 -2.418 0.671
H -0.84641 1.37602 -0.78292 1.761 3.040 -2.117
H -0.48176 -0.04853 -0.23778 1.437 -1.026 -0.094
H -0.86968 1.10068 0.73437 1.117 0.788 1.419
S 0.93753 3.46354 -1.09197 1.478 2.715 1.604
O 0.47875 3.96831 0.18967 -1.278 1.088 2.970
O 0.99811 4.60936 -1.99341 -0.048 -0.600 -1.402
O 2.23913 2.85744 -0.83681 1.188 -1.308 -0.784
O -0.05819 2.45623 -1.45557 -2.006 -2.446 -2.398
C -0.07136 -2.94773 0.73770 -0.278 -0.725 2.382
C 1.15318 -2.10034 0.96214 1.083 -0.692 -1.549
C 2.53596 -2.86148 1.00773 0.275 0.219 -1.506
O 3.67494 -1.95238 0.86025 -0.331 -0.226 -0.258
C 5.00877 -2.48588 0.56028 -1.112 0.740 0.725
N 1.00460 -1.22335 -0.22817 1.949 1.206 0.954
H -0.06438 -3.48444 -0.21098 -0.092 0.124 0.132
H -0.91339 -2.26833 0.87002 -0.141 -0.039 -0.780
H -0.23040 -3.60627 1.59158 0.103 -0.748 -0.161
H 1.17864 -1.59200 1.92601 -0.744 0.801 -0.322
H 2.52482 -3.52384 0.14214 0.178 -0.345 -0.187
H 2.59460 -3.48758 1.89805 0.171 0.139 0.299
H 5.35999 -2.93547 1.48905 0.184 -0.754 -0.386
H 5.71333 -1.67918 0.35800 -0.563 0.648 0.285
H 5.09386 -3.04796 -0.36973 -0.561 -0.756 0.308
H 1.09925 -1.71050 -1.10784 -0.606 -1.022 -0.048
H 1.91654 -0.79060 -0.26279 0.171 1.501 -0.027
C -0.24619 0.77112 -4.81385 -1.454 1.166 1.401
C -0.92350 -0.19552 -3.80828 -1.359 -0.594 -2.238
C -2.29720 0.16814 -3.20248 0.763 0.463 -0.402
O -2.81120 -0.90948 -2.34975 1.558 1.493 -0.253
C -3.86125 -0.38911 -1.59751 -0.854 -0.134 0.813
N -1.18347 -1.43209 -4.56459 1.111 -1.815 1.116
H -0.89048 1.07794 -5.63778 -0.379 -0.808 -0.331
H 0.68700 0.38219 -5.22124 -0.060 0.149 0.436
H -0.21369 1.73626 -4.30832 1.185 0.120 0.220
H -0.25541 -0.46564 -2.99049 0.194 0.189 -0.068
H -3.03427 0.28915 -3.99632 -0.015 0.078 -0.338
H -2.16636 1.15319 -2.75452 -0.409 -0.101 0.960
H -4.68568 -0.14939 -2.26903 -0.345 0.152 0.117
H -3.63926 0.46510 -0.95786 0.524 0.489 -0.486
H -4.18752 -1.09435 -0.83313 -0.082 -0.640 -0.414
H -1.46136 -2.01156 -3.78543 -0.092 -1.064 -0.256
H -1.99020 -1.48564 -5.16991 -0.152 0.972 -0.152
C 1.06686 2.51362 4.05809 -1.391 0.154 0.314
C 0.16748 1.57843 3.16098 2.009 0.373 0.345
C -1.37694 1.86119 3.27185 1.967 -0.698 0.598
O -2.21413 0.92536 2.54871 1.231 0.025 0.645
C -1.89996 -0.41308 2.90339 -0.699 -1.238 -0.027
N 0.60965 1.69302 1.78790 -1.251 -0.024 -0.037
H 0.80217 2.36762 5.10534 0.121 -0.022 0.277
H 0.91349 3.57297 3.85229 -0.220 0.067 -0.255
H 2.14071 2.36417 3.94578 -0.153 -0.489 -0.254
H 0.48804 0.59235 3.49709 -0.746 -0.426 0.233
H -1.48608 2.90454 2.97586 -0.644 -0.272 -0.624
H -1.59299 1.80881 4.33894 -0.371 -0.102 0.194
H -2.65399 -1.10684 2.53159 -0.507 0.509 -0.468
H -1.90074 -0.68703 3.95840 0.015 0.900 0.583
H -0.98776 -0.88543 2.53888 0.525 0.894 -0.407
H 1.58165 1.52061 1.57440 0.274 -0.592 0.318
H 0.58308 2.68200 1.58466 -0.415 0.921 -1.289
```
Positions in Å, forces in eV/Å.

Summary:
Energy above the lowest of the compared OMol25 structures with the same formula, charge and spin = 0.00 kcal/mol
Orbital gap = 0.2055 Ha
Charge = -1
Electronic energy = -1643.086817 Ha
Maximum force = 4.1 eV/A
HOMO level = -3.2746 eV

Löwdin population analysis, charges in e, atoms 1 to 8:
1 O 0.194
2 H 0.007
3 H 0.068
4 H 0.070
5 S 0.146
6 O -0.444
7 O -0.406
8 O -0.425